No. 1
{"formula": "C6H13N4O", "method": "wB97M-V/def2-TZVPD", "symbols": ["O", "N", "N", "N", "N", "C", "C", "C", "C", "C", "C", "H", "H", "H", "H", "H", "H", "H", "H", "H", "H", "H", "H", "H"], "xyz": [[-0.64410, 1.43132, -0.42218], [-0.77846, -1.36566, -0.65694], [3.01089, -0.23874, -1.06859], [-2.65784, 0.32625, -0.84694], [2.07464, 1.04096, 0.45270], [0.36686, -0.48560, 1.48722], [1.48933, -0.18676, 0.57733], [-1.66129, 0.68594, 0.16897], [-1.04798, -0.66340, 0.60636], [2.08922, -0.96828, -0.39158], [2.98332, 0.95206, -0.54635], [-2.87737, 1.10764, -1.45704], [-2.09218, 1.20719, 1.03977], [1.85411, 1.85220, 1.00728], [-0.95143, 2.30944, -0.67651], [0.51598, -1.42885, 2.00587], [-3.52624, 0.00787, -0.43037], [2.00306, -2.02450, -0.57479], [-0.86023, -2.38231, -0.60034], [3.60911, 1.76719, -0.84976], [0.19845, 0.30990, 2.20738], [-1.53061, -0.93778, -1.28222], [0.19022, -1.10216, -0.97013], [-1.75746, -1.21393, 1.22085]], "mulliken_charge": [-0.50, -0.13, -0.57, -0.63, -0.01, -0.73, 0.27, 0.03, -0.61, -0.48, -0.30, 0.23, 0.44, 0.20, 0.37, 0.39, 0.23, 0.49, 0.37, 0.40, 0.37, 0.46, 0.30, 0.42], "de_lowest_kcal_mol": 0.0, "orbital_gap_ha": 0.343, "charge": 1}


No. 2
{"formula": "C5H14N2", "method": "wB97M-V/def2-TZVPD", "symbols": ["N", "N", "C", "C", "C", "C", "C", "H", "H", "H", "H", "H", "H", "H", "H", "H", "H", "H", "H", "H", "H"], "xyz": [[-2.91071, 0.32968, 1.26819], [0.24611, -0.31131, 0.83662], [-1.94139, 0.67491, -0.94874], [2.67938, -0.49417, -1.19009], [2.96453, -1.70620, -0.29529], [-0.48489, 0.83561, 1.13508], [-1.89667, 1.07776, 0.52385], [3.16369, -0.57767, -2.15034], [-0.55410, -0.62617, 1.46170], [-3.85727, 0.37170, 0.89683], [-1.97923, 2.16714, 0.57672], [4.01330, -1.73385, -0.00145], [3.00316, 0.39341, -0.63315], [-1.35430, 1.37218, -1.53612], [2.30338, -1.63168, 0.55266], [-2.91525, 0.65166, 2.22566], [-0.22455, 1.73716, 1.71168], [2.68123, -2.60477, -0.86076], [-2.97560, 0.69450, -1.31384], [-1.57279, -0.33982, -1.01962], [1.61197, -0.28007, -1.23959]], "mulliken_charge": [-0.75, -0.63, -1.40, -0.68, -0.81, -0.80, 0.37, 0.35, 0.23, 0.20, 0.08, 0.28, 0.23, 0.32, 0.29, 0.33, 0.34, 0.20, 0.42, 0.34, 0.09], "multiplicity": 2, "de_lowest_kcal_mol": 51.7, "orbital_gap_ha": [0.175, 0.230], "charge": -1}


No. 3
{"formula": "C4H12Cl3LiO14", "method": "wB97M-V/def2-TZVPD", "symbols": ["Cl", "Cl", "Cl", "O", "O", "O", "O", "O", "O", "O", "O", "O", "O", "O", "O", "O", "O", "C", "C", "C", "C", "Li", "H", "H", "H", "H", "H", "H", "H", "H", "H", "H", "H", "H"], "xyz": [[2.72451, -1.88385, 1.96716], [0.25543, 2.14057, 3.13896], [-3.54360, 1.52324, 0.28103], [-3.58681, 0.82787, 1.53566], [3.71553, -2.72740, 1.30557], [0.44102, 1.41926, 4.38267], [-3.57654, 2.94627, 0.49594], [1.61789, -2.71106, 2.41142], [-0.77141, 3.12266, 3.33051], [-0.15740, 1.30240, 2.05466], [1.27470, 1.38816, -1.06766], [-2.31126, 1.17058, -0.41600], [3.33200, -1.22475, 3.06523], [-4.65761, 1.13672, -0.54387], [-0.29906, -1.31193, -0.82855], [1.54623, 2.71310, 2.78839], [2.22288, -0.93404, 1.00943], [-1.46172, -2.16185, -0.75157], [-1.18253, -3.26134, 0.26451], [0.72391, 1.67862, -2.35731], [1.79955, 1.48631, -3.43627], [0.00834, 0.37122, 0.18058], [-0.36303, -3.87942, -0.12018], [0.22215, 2.64691, -2.34383], [2.18643, 0.47373, -3.32794], [-2.03377, -3.94977, 0.30970], [-2.23880, -1.46359, -0.44036], [-0.88327, -2.86223, 1.22955], [1.46592, 1.67212, -4.45248], [0.49803, -1.80507, -1.05061], [-0.05502, 0.94065, -2.57384], [2.20429, 1.62090, -1.15997], [2.60005, 2.18196, -3.15313], [-1.71704, -2.58693, -1.72741]], "mulliken_charge": [1.66, 1.68, 1.70, -0.65, -0.72, -0.68, -0.69, -0.68, -0.67, -0.74, -0.35, -0.62, -0.65, -0.71, -0.26, -0.71, -0.59, -0.20, -1.02, 0.02, -1.30, 0.95, 0.32, 0.29, 0.32, 0.37, 0.18, 0.26, 0.36, 0.18, 0.18, 0.18, 0.35, 0.24], "orbital_gap_ha": 0.280, "charge": -2}